No. 1
The following is a quantum chemistry calculation of a single C6H11NO molecule in a non-equilibrium geometry, from OMol25.

Atoms and positions in Å:
C: 1.6567 0.9944 -0.8048
N: 0.6752 -0.0618 -0.9324
C: 0.9254 -1.1830 -0.0776
C: 0.5369 -1.2544 1.3745
C: -0.5594 -1.2318 0.3617
C: -0.9112 -0.0105 -0.3907
C: -1.2965 1.2231 0.3925
O: -1.7344 -0.2352 -1.4997
H: 2.5724 0.6663 -0.2911
H: 1.9942 1.2940 -1.8026
H: 1.3231 1.9082 -0.2986
H: 1.3991 -2.0594 -0.5190
H: 0.7184 -2.1884 1.8938
H: 0.6903 -0.3734 1.9863
H: -1.1054 -2.1243 0.0891
H: -1.2928 2.1084 -0.2513
H: -0.6371 1.4028 1.2439
H: -2.3147 1.1127 0.7868
H: -2.6401 0.0123 -1.2610

The net charge is 0. The calculation puts the LUMO energy at 0.034 Ha. The SMILES is CN1[C@H]2C[C@H]2[C@]1(C)O. For the highest occupied orbital energy, the calculation gives -8.52 eV. As for the calculated total energy: -365.104865 Ha. As for the maximum force: 3.43 eV Å⁻¹.

Atom charges from the Löwdin analysis, given in e for atoms 1 to 6: atom 1 (C): -0.11, atom 2 (N): -0.05, atom 3 (C): -0.25, atom 4 (C): -0.05, atom 5 (C): -0.17, atom 6 (C): -0.46

No. 2
The following is a quantum chemistry calculation of a single C4H8BrNO3 molecule in a non-equilibrium geometry, from OMol25.

Atoms and positions in Å:
C: -0.2184 -0.4952 -2.4578
C: -0.3203 0.4910 -1.3288
O: 0.5879 0.1822 -0.2599
C: 0.2692 0.3869 1.0252
C: 1.2648 0.0439 2.0569
Br: -0.4677 2.3295 1.2249
N: -1.0201 -0.5454 1.2994
O: -1.8858 -0.5225 0.5307
O: -0.8802 -1.3594 2.1579
H: -0.9652 -0.2950 -3.3359
H: 0.7682 -0.3488 -2.8837
H: -0.3491 -1.5269 -2.1236
H: -1.3104 0.5065 -0.9708
H: -0.1218 1.5018 -1.7041
H: 2.0562 0.7947 2.1194
H: 0.7524 -0.3188 2.8833
H: 1.8403 -0.8245 1.7671

The net charge is 0. The calculation puts the LUMO energy at 0.001 Ha. The SMILES is CCO[C@@](C)(Br)[N+](=O)[O-]. For the highest occupied orbital energy, the calculation gives -10.36 eV. As for the calculated total energy: -3011.563098 Ha. As for the maximum force: 4.25 eV Å⁻¹.

Atom charges from the Löwdin analysis, given in e for atoms 1 to 6: atom 1 (C): -0.06, atom 2 (C): -0.29, atom 3 (O): -0.09, atom 4 (C): -0.68, atom 5 (C): -0.06, atom 6 (Br): 0.67

No. 3
The following is a quantum chemistry calculation of a molecular structure, C42H52AsCl2N8O3RuS2 in a non-equilibrium geometry, from OMol25.

Atoms and positions in Å:
Ru: -0.6092 0.0701 -0.7331
C: -0.8516 -4.1619 -2.7332
C: -0.8122 -2.9979 -1.7751
N: -0.2760 -1.8318 -2.1433
N: 0.3138 -1.7583 -3.3494
C: 0.9650 -0.6816 -3.8077
N: 1.4483 -0.7675 -5.1003
S: 1.1655 0.7245 -2.9120
C: -1.2893 -3.0907 -0.4523
C: -1.8657 -4.2605 0.1082
C: -2.2616 -4.2857 1.4174
C: -2.0707 -3.1405 2.1996
C: -1.5091 -2.0305 1.5968
N: -1.1717 -1.9719 0.3253
H: -1.3125 -3.8689 -3.6802
H: -1.4348 -4.9806 -2.3299
H: 0.1556 -4.5371 -2.9323
H: 0.2484 -2.5737 -3.9598
H: 1.7980 -1.6698 -5.3948
H: 2.0575 0.0020 -5.3381
H: -1.9974 -5.1363 -0.5047
H: -2.7093 -5.1725 1.8489
H: -2.3384 -3.1125 3.2431
H: -1.3224 -1.1279 2.1652
Cl: 4.9294 -0.7811 5.4797
C: 3.3091 -1.4140 5.5049
C: 2.5128 -1.1237 6.5913
C: 1.2159 -1.6047 6.6327
C: 0.7418 -2.3587 5.5767
C: 1.5446 -2.6411 4.4841
Cl: 0.8124 -3.5486 3.1982
C: 2.8715 -2.1841 4.4072
N: 3.7443 -2.4346 3.3933
C: 3.4619 -3.0484 2.1488
C: 3.4145 -4.4379 2.0848
C: 3.1207 -5.0723 0.8931
C: 2.8755 -4.3124 -0.2408
C: 2.9577 -2.9334 -0.1858
C: 3.2663 -2.2749 1.0021
C: 3.3516 -0.7817 1.0106
C: 1.9234 -0.1454 0.9962
O: 1.6031 0.5857 1.9346
O: 1.2393 -0.4731 0.0019
H: 2.9050 -0.5235 7.3975
H: 0.5831 -1.3836 7.4767
H: -0.2701 -2.7328 5.5871
H: 4.5823 -1.8659 3.4243
H: 3.5912 -5.0056 2.9869
H: 3.0750 -6.1511 0.8513
H: 2.6305 -4.8019 -1.1751
H: 2.7616 -2.3389 -1.0675
H: 3.8345 -0.4504 0.0906
H: 3.8878 -0.3885 1.8735
C: -2.3373 2.4130 3.5599
As: -0.6486 1.7311 2.7921
C: 0.4574 3.3217 2.5921
C: 0.0134 0.7249 4.3321
O: -1.1882 0.8386 1.5384
H: -2.1638 2.9675 4.4798
H: -2.9786 1.5534 3.7686
H: -2.8529 3.0502 2.8439
H: 0.5523 3.7823 3.5748
H: -0.0045 4.0178 1.8908
H: 1.4393 3.0360 2.2244
H: -0.2018 1.3023 5.2288
H: 1.0794 0.5482 4.2474
H: -0.5001 -0.2337 4.3880
C: 3.1401 6.2566 -0.5258
C: 2.9377 4.7755 -0.4680
C: 3.9997 3.8770 -0.3518
C: 3.6756 2.5301 -0.3890
N: 2.4362 2.0973 -0.5038
C: 1.4824 3.0248 -0.5426
S: -0.1716 2.5715 -0.5623
N: 1.6926 4.3423 -0.5395
H: 4.1696 6.5167 -0.2960
H: 2.4676 6.7533 0.1697
H: 2.8943 6.6134 -1.5249
H: 5.0180 4.2138 -0.2474
H: 4.4392 1.7629 -0.3292
C: -1.8614 4.9522 -3.5355
C: -1.9583 3.4680 -3.7088
C: -1.7045 2.8576 -4.9291
C: -1.7433 1.4779 -5.0658
C: -1.5286 0.8291 -6.4020
C: -1.9671 0.6975 -3.9411
C: -2.1981 1.2833 -2.6946
C: -2.2643 2.6775 -2.6129
N: -2.3903 0.4895 -1.5589
C: -3.7702 0.2519 -1.1578
C: -4.7930 1.0069 -2.0263
C: -3.9806 0.6695 0.3025
C: -4.0466 -1.2590 -1.2931
H: -1.6798 5.4474 -4.4853
H: -1.0379 5.1733 -2.8569
H: -2.7714 5.3562 -3.0962
H: -1.4793 3.4659 -5.7921
H: -1.5378 1.5724 -7.1955
H: -2.3128 0.1000 -6.6039
H: -0.5694 0.3120 -6.4184
H: -1.9721 -0.3824 -4.0192
H: -2.4896 3.1409 -1.6626
H: -4.6664 2.0841 -1.9453
H: -5.7944 0.7560 -1.6796
H: -4.7069 0.7287 -3.0751
H: -3.8827 1.7483 0.4005
H: -3.2277 0.2004 0.9298
H: -4.9721 0.3717 0.6363
H: -3.7341 -1.6087 -2.2751
H: -5.1082 -1.4625 -1.1709
H: -3.4952 -1.8060 -0.5346

The net charge is 0. The calculation puts the LUMO energy (spin up / spin down) at -0.003 / -0.035 Ha. For the highest occupied orbital energy (spin up / spin down), the calculation gives -5.25 / -7.15 eV. As for the calculated total energy: -6342.784337 Ha. Its spin multiplicity is 6. As for the maximum force: 1.98 eV Å⁻¹.

Atom charges from the Löwdin analysis, given in e for atoms 1 to 6: atom 1 (Ru): 1.36, atom 2 (C): -0.03, atom 3 (C): -0.30, atom 4 (N): -0.03, atom 5 (N): -0.04, atom 6 (C): -0.83

No. 4
The following is a quantum chemistry calculation of 2 unconnected molecules or ions with the total composition C5H14NO in a non-equilibrium geometry, from OMol25.

Atoms and positions in Å:
C: -0.6980 1.3542 0.1149
C: 0.4934 1.7382 -0.7354
C: 0.0643 1.9495 -2.1901
N: -0.2717 0.9648 1.5061
H: -1.3960 2.1833 0.2221
H: -1.2932 0.5092 -0.2386
H: 1.3425 1.0691 -0.5931
H: 0.8003 2.7346 -0.4005
H: -0.2501 1.0540 -2.7236
H: -0.8172 2.5971 -2.1641
H: 0.8332 2.4735 -2.7477
H: 0.1329 0.0007 1.5373
H: 0.4425 1.5975 1.8673
H: -1.0667 0.9548 2.1429
O: 0.1485 -1.7604 1.5824
C: -0.2802 -2.2614 0.5513
C: 0.4811 -2.3935 -0.7127
H: -1.3057 -2.6691 0.5865
H: 0.3839 -1.5303 -1.3696
H: 0.1808 -3.3140 -1.2097
H: 1.5314 -2.4846 -0.4200

The net charge is +1. The calculation puts the LUMO energy at -0.115 Ha. For the highest occupied orbital energy, the calculation gives -14.33 eV. As for the calculated total energy: -328.650176 Ha. As for the maximum force: 1.04 eV Å⁻¹.

Atom charges from the Löwdin analysis, given in e for atoms 1 to 6: atom 1 (C): -0.17, atom 2 (C): -0.24, atom 3 (C): -0.08, atom 4 (N): 0.18, atom 5 (H): 0.14, atom 6 (H): 0.13

No. 5
The following is a quantum chemistry calculation of a single C21H29N3O3S molecule in a non-equilibrium geometry, from OMol25.

Atoms and positions in Å:
C: 4.6233 1.0427 0.1722
C: 3.9662 -0.2327 -0.3564
N: 2.7034 -0.5753 0.2695
C: 2.7479 -1.6696 1.2285
C: 3.4455 -1.2865 2.5289
C: 1.4794 -0.0772 -0.0502
O: 0.4673 -0.5754 0.4161
C: 1.4074 1.1200 -0.9918
C: 1.2597 2.4153 -0.1749
C: -0.0581 2.5003 0.6015
C: -1.2197 1.8420 -0.1543
C: -2.5591 2.4903 0.2110
N: -3.7161 1.6879 -0.1106
S: -4.1541 0.5342 0.9945
O: -5.4186 0.0061 0.5768
O: -4.0620 1.1186 2.3027
C: -2.9641 -0.8163 0.9130
C: -2.4705 -1.3334 2.0736
C: -1.6048 -2.4386 2.0481
C: -1.2602 -3.0130 0.8571
C: -1.7515 -2.4952 -0.3581
C: -1.4166 -3.0292 -1.6184
C: -1.9279 -2.4525 -2.7500
C: -2.7593 -1.3283 -2.6118
N: -3.0873 -0.8004 -1.4648
C: -2.6187 -1.3663 -0.3362
C: -0.9441 1.8844 -1.6550
C: 0.2309 0.9615 -1.9792
H: 5.6421 1.1030 -0.2034
H: 4.6542 1.0369 1.2577
H: 4.0887 1.9299 -0.1524
H: 4.6423 -1.0718 -0.1729
H: 3.8372 -0.1570 -1.4411
H: 1.7110 -1.9421 1.4354
H: 3.2523 -2.5276 0.7698
H: 3.3635 -2.1058 3.2384
H: 2.9736 -0.4076 2.9608
H: 4.5009 -1.0792 2.3678
H: 2.3342 1.1935 -1.5622
H: 2.0905 2.5072 0.5268
H: 1.3281 3.2512 -0.8746
H: -0.2831 3.5535 0.7857
H: 0.0502 2.0104 1.5696
H: -1.2596 0.7930 0.1446
H: -2.6614 3.4583 -0.2922
H: -2.6168 2.6495 1.2900
H: -3.7121 1.2659 -1.0299
H: -2.7562 -0.8675 3.0039
H: -1.2162 -2.8281 2.9770
H: -0.5980 -3.8668 0.8235
H: -0.7558 -3.8836 -1.6733
H: -1.6952 -2.8333 -3.7326
H: -3.1615 -0.8358 -3.4886
H: -0.7272 2.9095 -1.9637
H: -1.8207 1.5481 -2.2109
H: -0.1202 -0.0718 -1.9377
H: 0.5773 1.1546 -2.9969

The net charge is 0. The calculation puts the LUMO energy at -0.003 Ha. The SMILES is CCN(CC)C(=O)[C@H]1CC[C@H](CNS(=O)(=O)c2cccc3cccnc23)CC1. For the highest occupied orbital energy, the calculation gives -8.91 eV. As for the calculated total energy: -1605.816444 Ha. As for the maximum force: 1.01 eV Å⁻¹.

Atom charges from the Löwdin analysis, given in e for atoms 1 to 6: atom 1 (C): -0.06, atom 2 (C): -0.21, atom 3 (N): -0.05, atom 4 (C): -0.20, atom 5 (C): -0.07, atom 6 (C): -0.38

No. 6
The following is a quantum chemistry calculation of 3 unconnected molecules or ions with the total composition C5H10O in a non-equilibrium geometry, from OMol25.

Atoms and positions in Å:
C: 2.3279 -0.0007 0.2633
O: 1.2358 -0.7197 0.5949
C: 0.1332 -0.3771 -0.0691
C: -0.5373 0.9974 -0.0039
C: -1.9012 0.2574 -0.0414
C: -1.1880 -1.0941 0.2306
H: 2.2191 1.0847 0.3601
H: 1.9700 -0.1116 -1.2799
H: 3.1977 -0.4183 0.7919
H: 0.9614 -0.3186 -1.4729
H: -0.3652 1.5364 0.9404
H: -0.3098 1.6696 -0.8333
H: -2.3686 0.2862 -1.0283
H: -2.6339 0.5742 0.7058
H: -1.3079 -1.4372 1.2713
H: -1.4333 -1.9286 -0.4294

The net charge is 0. The calculation puts the LUMO energy at 0.041 Ha. For the highest occupied orbital energy, the calculation gives -8.65 eV. As for the calculated total energy: -271.575254 Ha. As for the maximum force: 1.71 eV Å⁻¹.

Atom charges from the Löwdin analysis, given in e for atoms 1 to 6: atom 1 (C): -0.12, atom 2 (O): -0.14, atom 3 (C): -0.40, atom 4 (C): -0.14, atom 5 (C): -0.16, atom 6 (C): -0.10

Energy above the lowest of the compared OMol25 structures with the same formula, charge and spin readings, ordered: 332.4 351.6 77.1 94.7 158.6 465.7 kJ/mol